Version one
ORCA calculation (wB97M-V/def2-TZVPD) on 2 unconnected molecules or ions with the total composition C4H14NO2.

Element x y z (Å)
1 O 0.57486 1.98544 -0.47126
2 C 1.51850 0.98351 -0.70479
3 C 1.12306 0.00868 0.42437
4 N -0.30795 -0.25232 0.18491
5 C -1.08058 -0.66280 1.42124
6 C 1.86865 -1.39507 0.37034
7 H 0.48006 2.72042 -1.11620
8 H 2.62162 1.41721 -0.56347
9 H 1.42317 0.52712 -1.73455
10 H 1.29958 0.56377 1.36453
11 H -0.81193 0.54652 -0.16653
12 H -0.41879 -0.93613 -0.60436
13 H -2.25202 -0.55432 1.23748
14 H -0.88014 -0.09062 2.38620
15 H -1.02215 -1.76558 1.65727
16 H 2.93015 -1.40205 0.72455
17 H 1.50396 -2.03849 1.25019
18 H 1.58804 -1.86399 -0.48867
19 H -3.42225 -1.08063 -0.55579
20 H -3.13092 -0.39867 -1.98673
21 O -2.86617 -0.42098 -0.99939

Its net charge is +1. Its LUMO energy is -2.926 eV. For the HOMO energy, the calculation gives -0.543 Eh.

Version two
ORCA calculation (wB97M-V/def2-TZVPD) on 3 unconnected molecules or ions with the total composition C4H14NO2.

Element x y z (Å)
1 C -0.55426 -1.25840 -1.08726
2 C 0.37499 -0.11633 -1.57708
3 C 1.32351 0.34099 -0.44600
4 C 0.52559 0.38778 1.94444
5 N 0.44793 0.62798 0.70294
6 H -0.94144 -1.94447 -1.86653
7 H -1.41717 -0.79587 -0.69286
8 H -0.09009 -2.02361 -0.45399
9 H -0.37353 0.61147 -1.85425
10 H 0.85576 -0.45164 -2.48271
11 H 1.86065 1.25545 -0.71737
12 H 2.12290 -0.34068 -0.13124
13 H 1.32329 -0.26932 2.36315
14 H -0.19430 0.82866 2.63487
15 H -0.31579 1.26831 0.49101
16 H -4.79392 2.32266 -1.73265
17 H -5.60433 3.29347 -0.85181
18 O -4.84696 2.68175 -0.84160
19 H 3.76831 -2.40944 1.62861
20 H 3.17116 -2.32921 2.83668
21 O 3.35769 -1.67954 2.13363

Its net charge is +1. Its LUMO energy is -4.660 eV. For the HOMO energy, the calculation gives -0.509 Eh.

version one takes first place; second place is 21.9 kJ/mol up.

Version one
ORCA calculation (wB97M-V/def2-TZVPD) on a single C5H5N5O2 molecule.

Element x y z (Å)
1 C -0.58677 -2.58185 -0.01033
2 C 0.74734 -0.92903 -0.04239
3 C -0.54576 -0.41574 -0.00732
4 C 0.32734 1.74422 -0.05267
5 C 1.81982 0.01204 -0.06693
6 N 0.67750 -2.28541 -0.04763
7 N 1.53430 1.33385 -0.08072
8 N 3.23629 -0.56180 -0.00539
9 N -1.39370 -1.47108 0.01985
10 N -0.77751 0.93096 0.01755
11 O 4.17561 0.45859 -0.01754
12 O -2.10704 1.38768 -0.01248
13 H -0.96816 -3.57995 -0.00187
14 H 0.12891 2.80876 -0.05872
15 H -2.39885 -1.42345 0.04083
16 H 5.01747 -0.01700 -0.01118
17 H -2.08386 2.34948 -0.12624

Its LUMO energy (spin up / spin down) is 0.089 / 0.093 eV. For the HOMO energy (spin up / spin down), the calculation gives -0.252 / -0.236 Eh. The SMILES is O/N=c1\ncn(O)c2[nH]cnc12.

Version two
ORCA calculation (wB97M-V/def2-TZVPD) on 2 unconnected molecules or ions with the total composition C5H5N5O2.

Element x y z (Å)
1 C 2.33718 1.07214 -0.62896
2 C 1.14565 1.66530 -0.91979
3 C 1.43210 -0.49936 0.82598
4 C 0.16707 -0.04301 0.49705
5 C -2.99957 0.58195 -0.90645
6 N 2.47075 -0.00445 0.16586
7 N 0.03514 0.99148 -0.36177
8 N -1.51812 -1.58882 0.08122
9 N -3.31639 -0.15178 -1.77958
10 N -1.02638 -0.84857 0.76934
11 O -2.82636 1.38725 -0.10203
12 O -1.42968 -0.62782 2.26945
13 H 3.28289 1.33187 -1.01838
14 H 0.94537 2.54216 -1.54378
15 H 1.61427 -1.32204 1.45476
16 H -2.37610 -0.42524 2.17129
17 H -3.02962 -0.97343 -2.08317

Its LUMO energy is -0.250 eV. For the HOMO energy, the calculation gives -0.353 Eh.

version two takes first place; second place is 48.9 kJ/mol up.

Version one
ORCA calculation (wB97M-V/def2-TZVPD) on a single C2H2N2O3 molecule.

Element x y z (Å)
1 C -0.97250 0.12126 -0.02139
2 C 1.09246 -0.11111 -0.08506
3 H -2.98312 0.18595 0.12227
4 H 2.45929 -1.15438 0.20864
5 N -0.49353 1.27967 -0.10571
6 N 0.06097 -0.86469 -0.13093
7 O -2.19777 -0.39672 0.00696
8 O 0.80307 1.19597 0.01174
9 O 2.23113 -0.25595 -0.00653

Its LUMO energy is 0.440 eV. For the HOMO energy, the calculation gives -0.351 Eh. The SMILES is Oc1noc(O)n1.

Version two
ORCA calculation (wB97M-V/def2-TZVPD) on a single C2H2N2O3 molecule.

Element x y z (Å)
1 C -0.60417 -0.23699 0.10027
2 C 1.55998 -0.24622 -0.00491
3 H -2.20584 -1.43313 -0.00949
4 H -0.67642 1.97197 -0.01720
5 N 0.38271 -1.03352 0.12985
6 N -0.30942 1.07223 0.01810
7 O -1.88762 -0.52756 -0.12589
8 O 2.64338 -0.65135 -0.08810
9 O 1.09741 1.08457 -0.00263

Its LUMO energy is 0.370 eV. For the HOMO energy, the calculation gives -0.369 Eh. The SMILES is O=c1nc(O)[nH]o1.

Version three
ORCA calculation (wB97M-V/def2-TZVPD) on a single C2H2N2O3 molecule.

Element x y z (Å)
1 C 0.14706 -0.51910 0.89266
2 C -0.07438 0.71911 -0.91278
3 H 0.77877 0.09553 2.53976
4 H -0.96223 -0.79661 -1.92606
5 N -0.48361 -1.33395 0.11477
6 N -0.69718 -0.47035 -0.99844
7 O 0.38420 -0.75063 2.14645
8 O 0.16800 1.54501 -1.79345
9 O 0.44942 0.72202 0.35859

Its LUMO energy is 0.266 eV. For the HOMO energy, the calculation gives -0.348 Eh. The SMILES is O=c1[nH]nc(O)o1.

version three takes first place; second place is 96.4 kJ/mol up.

Version one
ORCA calculation (wB97M-V/def2-TZVPD) on a single C4H9N molecule.

Element x y z (Å)
1 C 1.27932 -1.05033 0.28634
2 C 0.60745 -0.04476 -0.64382
3 C -0.82703 -0.20866 -1.04489
4 C -0.47788 0.87312 -0.09581
5 H 1.99454 -0.51370 0.96015
6 H 1.85736 -1.80907 -0.26259
7 H 0.46642 -1.53658 0.88336
8 H 1.25687 0.41923 -1.36772
9 H -1.08306 0.09830 -2.03718
10 H -1.35827 -1.08541 -0.67861
11 H -0.53875 1.90582 -0.50292
12 H -0.39005 1.29144 1.89881
13 H -1.88607 0.96923 1.32433
14 N -0.90086 0.69137 1.28055

Its LUMO energy is 1.189 eV. For the HOMO energy, the calculation gives -0.340 Eh. The SMILES is C[C@H]1C[C@H]1N.

Version two
ORCA calculation (wB97M-V/def2-TZVPD) on 2 unconnected molecules or ions with the total composition C4H9N.

Element x y z (Å)
1 C 0.44348 2.10988 -1.68952
2 N 1.55591 2.68062 -2.00230
3 H -0.32539 2.87070 -1.84668
4 H 0.25490 1.12840 -1.31403
5 H 2.42812 2.28866 -1.92273
6 C 0.29758 -1.10249 1.80922
7 C -0.81444 -1.29588 0.86304
8 C -1.66441 -2.24498 0.86164
9 H 0.13099 -1.83711 2.75896
10 H 1.17669 -1.79753 1.57887
11 H 0.60597 -0.10904 2.03045
12 H -0.80130 -0.55986 0.05973
13 H -2.18902 -2.53668 0.03161
14 H -1.74554 -3.01108 1.57370

Its LUMO energy is 0.999 eV. For the HOMO energy, the calculation gives -0.359 Eh. The SMILES is C=CC.C=N.

version one takes first place; second place is 206.9 kJ/mol up.

Version one
ORCA calculation (wB97M-V/def2-TZVPD) on 2 unconnected molecules or ions with the total composition C4H9N.

Element x y z (Å)
1 C 1.21292 -2.49483 0.85603
2 C 0.10129 -1.77134 0.76342
3 H 1.26586 -3.45107 0.35196
4 H 2.06846 -2.18355 1.43740
5 H -0.91792 -2.12116 0.68079
6 H 0.16495 -0.84405 1.32512
7 C 0.28216 2.16341 0.17658
8 C -0.51355 1.77804 -0.81580
9 N -0.98919 0.48493 -1.10140
10 H 0.47576 1.62834 1.09420
11 H 0.75012 3.13451 0.06559
12 H -0.88948 2.53591 -1.49317
13 H -0.76202 -0.18583 -0.36369
14 H -2.00986 0.53085 -1.07310

Its LUMO energy is 1.144 eV. For the HOMO energy, the calculation gives -0.315 Eh. The SMILES is C=CN.C=C.

Version two
ORCA calculation (wB97M-V/def2-TZVPD) on a single C4H9N molecule.

Element x y z (Å)
1 C 0.52643 0.66226 -1.16935
2 C -1.06517 -0.32358 -1.14346
3 C 0.04748 -0.43465 -0.25423
4 C -0.17323 0.01101 1.17823
5 N 0.57261 -0.91071 2.06563
6 H 1.38339 1.29989 -0.67658
7 H 0.76477 0.27085 -2.15070
8 H -0.08053 1.59835 -1.42261
9 H -1.04398 -0.72170 -2.11874
10 H -2.09032 -0.38938 -0.81953
11 H 0.27317 1.05903 1.33748
12 H -1.41502 0.07083 1.47406
13 H 1.47226 -0.51307 2.37513
14 H 0.82814 -1.67912 1.32467

Its LUMO energy is 0.029 eV. For the HOMO energy, the calculation gives -0.302 Eh.

Version three
ORCA calculation (wB97M-V/def2-TZVPD) on a single C4H9N molecule.

Element x y z (Å)
1 C 1.66582 1.72992 -1.10261
2 C 0.91742 1.06851 -0.14787
3 N -0.12285 0.21363 -0.38053
4 C -1.07754 -0.13490 0.65135
5 C -1.01982 -1.55638 0.50211
6 H 1.50000 1.79799 -2.13582
7 H 2.70837 1.93237 -0.77142
8 H 1.28679 1.02722 0.92044
9 H 0.19809 -0.46676 -1.02887
10 H -0.79728 0.41477 1.55859
11 H -2.15184 0.21320 0.59726
12 H -1.81850 -1.93254 -0.04468
13 H -0.17226 -2.01229 -0.00722
14 H -1.11640 -2.29473 1.38928

Its LUMO energy is 1.110 eV. For the HOMO energy, the calculation gives -0.296 Eh. The SMILES is C=CNCC.

Version four
ORCA calculation (wB97M-V/def2-TZVPD) on a single C4H9N molecule.

Element x y z (Å)
1 C -1.74092 0.56706 -0.48202
2 C -0.59262 0.18991 0.43606
3 C -0.02079 -1.12660 0.91368
4 N 0.46845 -0.47071 -0.26225
5 C 1.76739 0.11418 -0.45545
6 H -2.68605 0.81985 0.00592
7 H -1.40194 1.46755 -1.01679
8 H -1.90357 -0.20095 -1.24290
9 H -0.34283 0.98915 1.14494
10 H -0.50466 -2.09212 0.76816
11 H 0.59449 -1.08628 1.82332
12 H 2.05991 0.86445 0.29761
13 H 2.52214 -0.67586 -0.49546
14 H 1.74116 0.60475 -1.43528

Its LUMO energy is 1.225 eV. For the HOMO energy, the calculation gives -0.327 Eh. The SMILES is C[C@H]1CN1C.

version four takes first place; second place is 71.5 kJ/mol up.

Version one
ORCA calculation (wB97M-V/def2-TZVPD) on a single C4H9N molecule.

Element x y z (Å)
1 C -1.28224 -0.11273 0.23680
2 C 0.16419 -0.06378 0.75027
3 C 1.16757 -0.00838 -0.37672
4 C 2.19766 -0.83541 -0.53122
5 H -2.52246 1.02377 -0.91162
6 H -1.68468 1.88767 0.19288
7 H -1.95611 -0.31204 1.08703
8 H -1.37947 -0.97151 -0.44516
9 H 0.35124 -0.93264 1.38007
10 H 0.27327 0.82023 1.39093
11 H 1.00672 0.78752 -1.10906
12 H 2.38938 -1.63092 0.17800
13 H 2.88512 -0.76564 -1.36903
14 N -1.61019 1.11387 -0.47317

Its LUMO energy is 1.179 eV. For the HOMO energy, the calculation gives -0.341 Eh. The SMILES is C=CCCN.

Version two
ORCA calculation (wB97M-V/def2-TZVPD) on a molecular structure, C4H9N.

Element x y z (Å)
1 C 1.90438 0.22632 -0.03219
2 N -0.82135 0.92811 1.08760
3 C -0.52786 -0.09597 0.11516
4 C 0.64513 -0.60108 -0.29782
5 C -1.81604 -0.52139 -0.59991
6 H 2.41333 -0.23908 0.83087
7 H 2.66562 0.27888 -0.80323
8 H 1.57360 1.21362 0.28606
9 H 0.00399 1.04662 1.68211
10 H -0.55212 1.32814 0.09609
11 H 0.81962 -1.66876 -0.21389
12 H -2.64229 -0.18838 0.02552
13 H -1.83323 -1.61460 -0.58300
14 H -1.83278 -0.09243 -1.59337

Its LUMO energy is 0.996 eV. For the HOMO energy, the calculation gives -0.292 Eh.

Version three
ORCA calculation (wB97M-V/def2-TZVPD) on a single C4H9N molecule.

Element x y z (Å)
1 C -1.81507 0.48724 -0.47306
2 C -0.57802 0.38809 0.39040
3 C -0.06123 -0.93464 0.85435
4 N 0.51431 -0.27499 -0.27953
5 C 1.91128 0.04885 -0.40891
6 H -2.75570 0.54787 0.08697
7 H -1.75275 1.35707 -1.13599
8 H -1.83683 -0.40553 -1.10258
9 H -0.40393 1.21927 1.08224
10 H -0.58841 -1.87063 0.64479
11 H 0.48823 -0.93132 1.79776
12 H 2.44499 0.36748 0.50314
13 H 2.39821 -0.86584 -0.77864
14 H 2.05432 0.80281 -1.18794

Its LUMO energy is 1.234 eV. For the HOMO energy, the calculation gives -0.322 Eh. The SMILES is C[C@H]1CN1C.

version one takes first place; second place is 69.3 kJ/mol up.